Here is a molecular structure, C48H38BrGeIN7O2PV from the OMol25 dataset. Energies are from ωB97M-V with the def2-TZVPD basis set.

Properties
HOMO (spin up / spin down) = -12.4357 / -11.7130 eV
Kohn-Sham gap (spin up / spin down) = 7.1 / 6.3 eV

The geometry in ORCA input format:
```
! wB97M-V def2-TZVPD RIJCOSX def2/J DEFGRID3
* xyz 2 2
V -0.281 -0.064 -0.215
Br -2.077 -3.384 -0.863
C -0.190 -3.249 -0.761
C 0.609 -4.339 -1.046
C 1.984 -4.175 -0.985
C 2.506 -2.948 -0.600
C 1.624 -1.932 -0.305
N 0.288 -2.057 -0.418
C 2.082 -0.645 0.344
O 2.937 0.075 -0.110
O 1.444 -0.461 1.503
H 0.166 -5.287 -1.315
H 2.639 -5.002 -1.221
H 3.570 -2.788 -0.495
N -0.339 -1.571 -3.279
C 0.297 -0.384 -3.251
N 0.851 0.015 -4.375
C 1.464 1.201 -4.357
N 2.006 1.649 -5.483
N 1.539 1.988 -3.266
C 1.022 1.490 -2.175
N 0.381 0.300 -2.067
C 1.112 2.252 -0.932
C 1.857 3.416 -0.832
C 1.932 4.049 0.393
C 1.269 3.485 1.476
C 0.533 2.331 1.292
N 0.426 1.727 0.101
H -0.467 -1.951 -4.204
H -1.091 -1.715 -2.628
H 1.997 1.074 -6.307
H 2.510 2.519 -5.480
H 2.369 3.781 -1.710
H 2.506 4.958 0.507
H 1.316 3.943 2.454
H -0.004 1.888 2.120
I -1.827 -0.816 1.954
C -3.874 -1.085 1.385
C -4.473 -2.118 2.049
C -5.859 -2.320 1.947
C -6.611 -1.420 1.256
C -6.010 -0.343 0.565
C -6.832 0.580 -0.114
C -6.292 1.604 -0.834
C -4.901 1.696 -0.944
C -4.047 0.825 -0.296
P -2.287 1.140 -0.771
C -2.536 1.106 -2.587
C -2.020 2.012 -3.510
C -2.242 1.835 -4.869
C -2.950 0.737 -5.331
C -3.454 -0.181 -4.419
C -3.251 0.002 -3.062
C -2.221 2.855 -0.099
C -2.656 2.956 1.228
C -2.571 4.152 1.919
C -2.066 5.282 1.293
C -1.651 5.200 -0.025
C -1.713 3.995 -0.714
C -4.584 -0.188 0.545
H -3.887 -2.770 2.684
H -6.315 -3.159 2.454
H -7.690 -1.510 1.223
H -7.905 0.451 -0.050
H -6.922 2.319 -1.345
H -4.485 2.473 -1.574
H -1.449 2.869 -3.194
H -1.861 2.568 -5.568
H -3.112 0.602 -6.391
H -4.014 -1.039 -4.770
H -3.686 -0.700 -2.357
H -3.088 2.094 1.720
H -2.908 4.201 2.946
H -2.004 6.222 1.825
H -1.274 6.079 -0.531
H -1.363 3.978 -1.733
Ge 2.470 -0.698 3.154
C 1.108 0.003 4.354
C 1.047 1.380 4.568
C 0.050 1.915 5.368
C -0.878 1.075 5.971
C -0.811 -0.296 5.774
C 0.180 -0.836 4.966
C 2.803 -2.606 2.970
C 1.732 -3.496 2.891
C 1.969 -4.849 2.718
C 3.274 -5.317 2.615
C 4.342 -4.433 2.676
C 4.110 -3.076 2.859
H 3.674 0.201 2.892
H 1.796 2.029 4.126
H 0.003 2.984 5.535
H -1.645 1.488 6.613
H -1.529 -0.946 6.257
H 0.243 -1.911 4.845
H 0.712 -3.131 2.967
H 1.137 -5.540 2.669
H 3.455 -6.377 2.499
H 5.357 -4.796 2.587
H 4.943 -2.387 2.928
*
```